Molecular formula: C44H77BFN2O14
Method: DFT, ωB97M-V with the def2-TZVPD basis set

Values from the calculation:
energy = -81910.91820 eV
total charge = -1
orbital gap = 6.01 eV
energy above the lowest of the compared OMol25 structures with the same formula, charge and spin = 991.8 kJ/mol
HOMO energy = -0.16244 Eh

```
139
Properties=species:S:1:pos:R:3:forces:R:3:lowdin_charge:R:1
C 0.675496 4.751987 -1.170945 -0.2 -0.5 0.5 -0.0107
C -0.638176 4.494075 -2.082558 0.2 3.4 -1.8 -0.3587
O -0.852957 5.386562 -2.967225 0.5 -3.7 2.9 -0.0096
N -1.551194 3.348124 -1.885636 0.7 1.1 -0.4 -0.0161
C -1.732061 2.546418 -3.142094 0.9 -1.1 -0.3 -0.2028
C -1.448285 0.974406 -2.806993 0.8 1.1 -0.6 -0.1627
C -0.004219 0.922624 -2.115730 0.5 -0.5 -0.5 -0.2022
C 0.690934 -0.552382 -2.185141 0.1 0.7 -0.5 -0.0779
C 1.937161 -0.556526 -1.174737 1.1 -1.6 1.4 -0.3138
C 3.042829 0.556382 -1.507123 0.3 0.5 0.6 -0.0899
C 4.121941 0.131540 -2.611083 0.0 1.3 -0.7 -0.0865
C 3.541735 -0.085897 -4.080275 0.6 -3.5 -1.4 -0.4102
N 2.804515 0.900843 -4.873510 -0.5 -1.6 1.4 0.0977
O 3.772371 -1.205144 -4.646224 -0.7 4.0 1.8 -0.0190
O 2.755793 -1.767232 -1.115764 -1.3 0.3 -2.1 -0.0131
B 3.295399 -2.176608 0.186141 0.6 1.0 1.4 -0.9008
C 3.444462 -3.796604 0.419848 -0.8 -1.7 -0.3 -0.0944
C 2.049154 -4.590983 0.528480 0.3 -0.3 -0.5 -0.1749
C 1.418387 -5.032927 -0.867644 -2.2 -1.3 -2.4 -0.1460
C 0.067475 -5.826800 -0.802558 0.6 0.3 -3.1 -0.0428
C -0.713846 -6.300823 -2.065267 3.2 2.1 -0.7 -0.0946
C -0.130471 -5.969473 -3.479159 2.1 1.1 3.7 -0.1069
C 1.239222 -5.216343 -3.527124 -1.5 -0.6 2.3 -0.0869
C 2.010368 -4.751791 -2.268054 -3.1 -1.7 0.6 -0.0144
C 4.794450 -1.618866 0.656049 1.3 -0.4 0.4 -0.0721
C 6.008653 -2.099015 -0.278172 0.1 2.7 0.3 -0.3032
C 6.923489 -0.800453 -0.621050 0.5 0.1 -0.7 -0.0797
F 6.891013 -3.030858 0.406244 -1.2 0.7 -1.0 -0.1077
O 2.413908 -1.407210 1.124229 -1.2 1.0 -0.8 -0.0650
C 1.434006 -0.594494 0.398661 0.7 -1.1 1.2 -0.1902
C 0.074893 -1.405831 0.720942 -0.1 0.6 0.3 -0.1311
C -1.215107 -0.480312 0.971794 -1.0 -1.6 0.3 -0.1720
C -2.518776 -1.389865 0.624489 0.1 0.5 -1.3 -0.1559
C -3.798317 -0.524186 0.181893 0.2 -0.9 1.8 -0.1643
O -4.655942 -1.450886 -0.591191 -1.4 2.2 -1.3 -0.0860
C -5.796675 -0.780521 -1.095363 -2.0 1.0 0.6 -0.4204
C -6.138570 -1.027232 -2.659681 1.0 -1.1 0.3 -0.0082
O -6.555459 -0.057796 -0.410371 2.9 -2.3 -2.0 0.0385
H 1.647564 4.578785 -1.766218 -1.7 0.2 0.7 0.0982
H 0.711526 5.837122 -0.775956 -0.3 -1.7 -0.9 0.0688
H 0.709982 4.075426 -0.252806 -0.1 0.7 -1.4 0.0784
H -2.439902 3.715756 -1.519745 0.6 -0.2 -0.3 0.1220
H -2.727916 2.714163 -3.671916 1.3 -0.1 0.8 0.1167
H -0.858982 2.849933 -3.837460 -1.7 -0.4 0.8 0.1200
H -2.288570 0.499897 -2.200688 1.2 0.6 -0.8 0.0883
H -1.336776 0.449124 -3.832995 -0.4 0.6 1.7 0.1214
H 0.038425 1.377585 -1.064739 -0.3 -0.8 -1.5 0.0988
H 0.685364 1.594016 -2.763006 -1.2 -0.8 1.0 0.0823
H 1.002133 -0.667620 -3.294907 -0.2 -0.1 1.8 0.1143
H -0.066718 -1.391366 -1.997246 1.2 1.2 0.0 0.1183
H 2.632204 1.580428 -1.805842 0.3 -1.3 0.4 0.0986
H 3.633063 0.729063 -0.526585 -0.9 -0.3 -1.6 0.1252
H 4.746994 -0.780756 -2.354226 -1.3 1.1 -0.4 0.0931
H 4.869085 1.015203 -2.688507 -1.2 -1.2 0.1 0.1287
H 2.255598 0.329582 -5.549076 0.9 0.5 0.4 0.0959
H 2.088534 1.401548 -4.326352 0.8 -0.1 0.0 0.0515
H 4.035841 -4.219527 -0.479327 -0.7 0.4 1.4 0.0995
H 4.046091 -4.073900 1.368563 -0.9 0.6 -1.5 0.1098
H 1.306648 -3.923459 1.081475 0.8 -0.9 -0.8 0.0929
H 2.173465 -5.539055 1.182780 -0.3 1.3 -1.1 0.1119
H -0.406929 -6.095668 0.207895 0.9 0.6 -1.6 0.0885
H -1.719380 -6.855170 -1.992357 1.8 1.0 0.1 0.0780
H -0.679982 -6.275030 -4.435711 1.0 0.5 1.6 0.0683
H 1.675650 -4.972636 -4.556077 -0.6 -0.4 1.7 0.0755
H 3.010703 -4.202575 -2.345724 -1.8 -0.8 0.0 0.0961
H 4.980121 -2.096990 1.695315 -0.2 0.8 -1.6 0.1138
H 4.772875 -0.482780 0.853487 0.4 -1.6 -0.5 0.0874
H 5.605750 -2.522710 -1.271256 0.9 0.0 1.7 0.1378
H 6.833939 -0.486572 -1.731734 0.2 -0.6 1.7 0.0626
H 6.645763 0.123389 -0.012850 0.2 -1.4 -0.7 0.0656
H 8.038982 -0.998682 -0.425679 -1.6 0.0 -0.3 0.0718
H 1.491808 0.435193 0.901942 -0.6 -1.1 -0.8 0.1510
H 0.275249 -1.966333 1.711128 -0.2 1.0 -1.6 0.1239
H -0.117176 -2.246037 -0.051339 0.3 1.5 1.0 0.1136
H -1.246591 0.481649 0.361292 0.1 -1.3 0.8 0.0883
H -1.287262 -0.266873 2.101339 0.3 0.2 -1.8 0.1142
H -2.241896 -2.032440 -0.295750 -0.5 1.0 1.4 0.1163
H -2.773963 -2.127208 1.459187 0.3 1.2 -1.0 0.1089
H -3.526249 0.390534 -0.442437 -0.3 -1.3 0.8 0.1134
H -4.419861 -0.233015 1.101111 1.0 0.0 -1.4 0.1315
H -5.234904 -1.534170 -3.166271 -1.4 0.9 0.8 0.0863
H -7.015751 -1.765334 -2.778133 1.2 1.3 0.4 0.0903
H -6.375621 -0.055459 -3.202863 0.2 -1.2 1.1 0.0833
O 1.532607 8.301388 -0.553586 -0.3 0.7 -0.3 0.0823
C 0.899338 8.915131 -1.385083 -0.5 -0.6 0.3 -0.5202
O 1.087325 10.240057 -1.535627 0.6 0.2 0.2 -0.0161
C 0.566395 11.010607 -2.628579 -0.2 0.1 -0.1 -0.2257
C -0.833306 11.505790 -2.327069 -0.2 -0.1 0.1 -0.0677
C -0.173996 8.240062 -2.191556 0.4 -0.2 -0.4 0.0159
H 0.620735 10.452944 -3.566024 0.0 -0.1 0.1 0.1180
H 1.233887 11.868168 -2.742204 0.1 -0.2 0.2 0.1251
H -1.532679 10.677041 -2.199769 0.0 0.0 -0.1 0.0673
H -1.197575 12.145093 -3.134433 0.0 0.0 0.0 0.0809
H -0.843640 12.076594 -1.395038 0.1 0.0 -0.1 0.0827
H -1.122984 8.303044 -1.655696 0.0 0.0 -0.1 0.1062
H 0.094771 7.190724 -2.314380 -0.2 0.2 0.1 0.0454
H -0.282250 8.644891 -3.196025 -0.2 0.1 0.1 0.0830
O -4.006837 -7.058443 1.024741 0.3 0.4 0.6 0.0872
C -4.133196 -6.279077 1.941974 -0.3 -0.5 -0.3 -0.5221
O -3.060683 -5.897113 2.659431 0.4 0.0 -0.3 -0.0024
C -3.065646 -4.819463 3.607143 0.1 0.0 0.3 -0.2299
C -3.486630 -5.304681 4.979738 -0.3 -0.1 0.0 -0.0653
C -5.493065 -5.799092 2.366741 -0.3 0.5 -0.4 0.0131
H -3.674289 -3.983996 3.252721 -0.1 -0.1 0.0 0.1046
H -2.037791 -4.451100 3.657046 0.0 -0.2 -0.3 0.1228
H -4.508322 -5.687926 4.974135 0.3 0.3 0.0 0.0334
H -3.425111 -4.494042 5.710108 0.0 0.0 -0.1 0.0835
H -2.841745 -6.124104 5.308864 0.1 0.1 -0.1 0.0859
H -5.904503 -6.487312 3.106620 0.1 0.1 0.0 0.0731
H -6.143898 -5.788168 1.489829 0.1 -0.2 0.1 0.0907
H -5.492669 -4.783578 2.758346 0.0 -0.1 0.2 0.0756
O -5.994477 -6.935228 5.441554 -0.6 -0.4 0.9 0.0722
C -6.168408 -7.666457 6.389704 0.4 0.0 -0.4 -0.4973
O -6.666727 -7.177196 7.539590 -0.4 0.4 -0.1 0.0063
C -7.119651 -7.987853 8.633188 0.1 -0.1 0.2 -0.2318
C -5.978815 -8.322274 9.572367 0.2 0.0 0.0 -0.0668
C -5.740339 -9.106950 6.342514 -0.4 -0.4 -0.3 0.0180
H -7.642203 -8.877971 8.275078 0.1 0.0 -0.1 0.1129
H -7.861608 -7.390404 9.168448 0.1 0.1 -0.3 0.1229
H -5.209859 -8.915511 9.073451 -0.1 -0.1 0.0 0.0680
H -6.342943 -8.883649 10.435811 0.0 0.0 -0.1 0.0812
H -5.495509 -7.408222 9.926036 -0.1 0.0 0.0 0.0853
H -4.703663 -9.187127 6.674492 -0.1 0.0 0.0 0.0996
H -5.810403 -9.453817 5.309563 0.2 0.2 0.1 0.0966
H -6.374923 -9.768231 6.929563 0.2 0.0 0.2 0.0719
O 4.753581 10.053996 -3.619523 0.6 0.0 0.6 0.0913
C 5.153470 9.748399 -2.518434 -0.6 -0.4 -0.4 -0.5149
O 6.441110 9.959739 -2.182754 0.3 0.5 -0.3 -0.0067
C 6.955543 9.847848 -0.848588 0.0 -0.2 0.1 -0.2365
C 7.380161 8.425391 -0.545891 -0.1 -0.2 -0.1 -0.0671
C 4.259194 9.038492 -1.540481 -0.2 0.4 0.2 0.0129
H 6.243739 10.237139 -0.116884 -0.1 -0.1 -0.1 0.1126
H 7.830784 10.500822 -0.803677 -0.2 0.0 -0.2 0.1198
H 6.533474 7.737409 -0.586586 0.0 0.1 0.1 0.0695
H 7.830791 8.361079 0.447174 0.0 0.0 -0.1 0.0806
H 8.107149 8.078932 -1.284648 0.0 0.1 0.1 0.0837
H 4.339849 7.960627 -1.692239 0.0 0.1 0.1 0.1072
H 3.233162 9.346698 -1.727224 0.4 -0.1 -0.1 0.0514
H 4.466746 9.287949 -0.501803 0.1 -0.2 0.0 0.0830
```
Forces are in eV/Å.